Density functional theory data (wB97M-V/def2-TZVPD) for a 5-piece molecular cluster, C5H18NO6 overall at a distorted geometry.

XYZ file:
```
30
Properties=species:S:1:pos:R:3:forces:R:3
C -2.299800 -2.129987 -0.827339 -1.9 -0.1 1.8
N -1.861107 -1.175241 0.241003 2.0 0.1 -1.6
C -1.302895 1.650203 -2.566500 -0.5 1.1 0.1
C -1.606369 0.241555 -1.955979 2.2 -0.6 -0.7
C -1.073313 0.049666 -0.498048 -0.7 -1.8 1.3
C 0.465238 -0.342758 -0.637941 -1.4 3.0 -1.3
O 1.128896 0.485081 -1.324265 0.1 -0.3 0.7
O 0.792798 -1.415895 -0.181060 1.1 -2.0 1.1
H -3.334278 -1.826991 -1.023092 0.0 0.1 -0.6
H -1.794638 -2.214192 -1.780198 0.6 -0.1 0.3
H -2.487843 -3.122432 -0.402260 0.6 0.0 0.1
H -1.144805 -1.703114 0.835390 -0.9 1.4 -1.5
H -1.707498 2.501998 -1.914357 -0.1 -1.4 -0.6
H -0.246893 1.869518 -2.444574 0.3 -0.4 -0.7
H -1.687244 1.897770 -3.635728 0.7 -0.9 1.7
H -1.362635 -0.742914 -2.599559 0.3 2.9 1.0
H -2.614008 0.137733 -1.874187 -3.3 0.0 0.1
H -1.368454 0.890666 0.207718 0.9 -0.6 -1.3
H 1.898181 0.003441 1.626110 -0.9 -1.8 -2.6
H 2.506133 1.271398 2.050687 -0.9 -2.9 1.3
O 2.124073 0.361227 2.440074 1.8 4.5 1.1
H 1.376897 -3.789055 0.288853 -0.4 0.3 1.1
H 0.518595 -3.162264 1.375999 -0.2 0.8 -0.2
O 1.097646 -3.899081 1.226573 0.7 -1.0 -0.9
H -1.446252 2.531819 2.550750 0.0 -0.5 0.1
H 0.044703 2.285210 2.238041 2.0 -2.7 0.4
O -0.639983 2.881665 2.182614 -2.0 3.0 -0.5
H 2.371166 2.624383 -0.174155 -1.4 -0.3 -1.8
H 1.861650 3.040692 1.316807 0.2 0.0 -1.5
O 2.565046 2.702122 0.729262 1.1 0.5 3.3
```
Forces are in eV/Å.

Properties
Total charge ... -1
2S+1 ... 1
Electronic energy ... -707.508472 a.u.
Frontier orbital gap ... 7.86 eV

List of Mulliken charges in e, atom by atom: number 1, C, carries -0.837; number 2, N, carries -0.626; number 3, C, carries -1.160; number 4, C, carries -0.583; number 5, C, carries 0.579; number 6, C, carries 0.327; number 7, O, carries -0.707; number 8, O, carries -0.584; number 9, H, carries 0.314; number 10, H, carries 0.231; number 11, H, carries 0.375; number 12, H, carries 0.262; number 13, H, carries 0.258; number 14, H, carries 0.279; number 15, H, carries 0.318; number 16, H, carries 0.093; number 17, H, carries 0.470; number 18, H, carries 0.038; number 19, H, carries 0.308; number 20, H, carries 0.397; number 21, O, carries -0.694; number 22, H, carries 0.331; number 23, H, carries 0.343; number 24, O, carries -0.659; number 25, H, carries 0.279; number 26, H, carries 0.321; number 27, O, carries -0.626; number 28, H, carries 0.307; number 29, H, carries 0.324; number 30, O, carries -0.678

---

Density functional theory data (wB97M-V/def2-TZVPD) for a 9-piece molecular cluster, C30H84N6O9 overall at a distorted geometry.

XYZ file:
```
129
Properties=species:S:1:pos:R:3:forces:R:3
C -13.621533 20.088022 -0.680933 0.6 0.5 0.1
O -14.176636 19.212041 0.262798 -0.2 -0.1 0.2
C -13.368505 19.052480 1.417219 0.5 1.2 -0.5
C -13.779939 17.824713 2.138599 -0.5 -2.2 0.6
C -12.919703 17.480691 3.358497 0.6 1.2 0.0
N -13.689638 16.594758 1.297285 -0.5 0.7 0.1
H -12.595870 19.770170 -0.898867 -0.1 -0.1 -0.5
H -13.521039 21.128661 -0.338915 -0.2 -0.1 0.4
H -14.250727 20.141111 -1.565243 0.0 -0.4 -0.1
H -12.305589 19.051526 1.136059 0.0 -0.6 -0.2
H -13.423874 19.956648 2.038860 -0.4 -0.1 0.3
H -14.840788 17.874236 2.419874 0.1 0.7 0.3
H -11.891535 17.413314 2.991953 0.1 0.0 0.1
H -13.118090 16.533477 3.856938 -0.4 -0.1 -0.3
H -12.949705 18.263938 4.121865 0.0 0.0 0.0
H -14.307918 16.760574 0.501395 0.2 -0.1 -0.1
H -14.183009 15.922407 1.894736 0.6 -0.1 -0.9
C -13.513171 17.966410 -4.604365 0.6 0.0 -0.7
O -13.494786 17.125822 -3.493742 -0.2 -0.2 0.3
C -13.113415 15.780204 -3.720827 -0.2 0.0 0.7
C -12.999064 15.098810 -2.347616 1.2 1.2 -0.2
C -11.912161 15.807420 -1.531716 0.1 0.1 -0.5
N -12.549904 13.716668 -2.559478 -1.6 0.1 -0.2
H -12.491171 18.251980 -4.896777 0.0 0.2 0.2
H -14.092381 18.851229 -4.346777 0.0 0.0 0.0
H -13.912223 17.514616 -5.523551 -0.4 -0.2 0.3
H -13.906811 15.287018 -4.293096 0.1 -0.1 -0.3
H -12.145541 15.690946 -4.221525 0.0 0.1 -0.2
H -13.981988 15.272260 -1.889710 -0.1 -0.6 0.3
H -11.688833 15.230260 -0.635829 0.0 0.2 0.1
H -12.132846 16.846531 -1.293457 -0.3 -0.1 0.2
H -11.021409 15.852327 -2.166311 0.1 -0.3 0.1
H -12.608347 13.243906 -1.657053 0.3 0.1 0.0
H -13.378735 13.330931 -3.021620 0.4 -0.5 -0.2
C -15.793241 15.044847 3.456118 -1.1 0.7 -1.0
O -14.762820 14.424467 2.706507 -0.8 -0.5 1.1
C -15.130309 13.143589 2.254588 0.4 -0.7 0.1
C -13.966703 12.544750 1.476677 -0.1 0.0 -0.7
C -12.631029 12.746034 2.170564 -0.1 -0.6 0.8
N -13.889430 13.091902 0.102015 -0.1 0.0 0.9
H -16.496858 15.456837 2.717113 0.0 0.4 0.2
H -15.398182 15.845462 4.075953 0.2 0.0 -0.1
H -16.472378 14.438637 4.065894 0.8 -0.7 0.1
H -15.401417 12.531068 3.124233 0.1 -0.1 0.1
H -15.994560 13.089828 1.578267 -0.2 0.7 0.1
H -14.243398 11.492057 1.357484 0.4 -0.1 0.2
H -12.751129 12.516453 3.235789 0.0 0.2 0.1
H -12.283403 13.775404 2.107764 0.0 0.0 -0.2
H -11.859184 12.052285 1.838293 0.0 0.2 -0.4
H -13.849863 14.104598 0.220169 0.1 0.0 -0.3
H -14.767242 12.888302 -0.367873 0.1 0.2 -0.2
C -16.997073 13.386344 7.240917 0.1 -0.9 -0.7
O -16.269164 13.745027 8.376526 0.2 0.6 0.1
C -16.590946 12.980964 9.494792 -0.4 -0.8 1.6
C -15.701083 13.231780 10.740812 0.6 0.6 -1.1
C -15.886303 14.630353 11.292889 -1.5 0.0 0.8
N -14.293671 12.992034 10.386282 0.0 -0.1 0.1
H -18.068621 13.608525 7.236560 0.0 0.3 0.5
H -16.913197 12.306482 7.066830 0.0 -0.1 0.1
H -16.553706 13.844825 6.357915 0.1 0.3 0.2
H -17.639981 13.119538 9.792102 -0.1 0.1 -0.2
H -16.440203 11.905916 9.323465 -0.2 0.0 -0.5
H -16.017566 12.519159 11.503467 0.1 -0.2 -0.1
H -15.190536 14.949886 12.067421 0.7 0.0 -0.6
H -16.811381 14.632392 11.887227 -0.2 -0.1 -0.3
H -16.090251 15.346432 10.497053 0.6 0.2 0.1
H -14.013917 13.707118 9.719452 0.0 0.1 0.1
H -14.231010 12.139097 9.834913 0.0 0.0 0.1
C -16.423697 13.301840 -3.737702 0.6 -0.2 -0.3
O -15.709533 12.894397 -2.572224 -0.5 -0.4 -0.2
C -15.888214 11.485036 -2.400319 0.5 0.2 0.0
C -17.303635 11.088239 -2.053517 -0.9 -1.5 0.4
C -17.926320 11.824774 -0.886729 -0.2 1.8 -0.6
N -17.297410 9.653102 -1.706828 0.7 -0.1 -0.7
H -16.247189 12.589157 -4.550837 0.0 -0.2 0.0
H -16.003723 14.237554 -4.098506 -0.2 0.3 0.3
H -17.501299 13.347306 -3.587229 0.0 0.3 0.2
H -15.561181 11.006043 -3.328082 -0.2 -0.3 0.0
H -15.213948 11.116668 -1.621192 0.1 0.4 0.1
H -17.924400 11.151856 -2.952320 -0.1 0.3 0.1
H -18.003152 12.906673 -1.076351 0.4 0.0 0.1
H -17.333378 11.684493 0.017612 -0.2 -0.2 0.1
H -18.979258 11.567096 -0.766982 0.2 -0.6 0.3
H -18.220258 9.316553 -1.477962 -0.1 0.1 0.0
H -16.668355 9.484971 -0.927275 -0.1 0.0 0.0
C -5.305735 8.624543 2.942866 -1.1 -0.5 -0.2
O -6.237320 9.001413 1.934053 0.2 0.4 -0.5
C -7.518974 9.333436 2.407549 -0.1 -0.9 2.0
C -7.566175 10.633364 3.199216 -0.3 1.9 -0.8
C -8.996313 10.986500 3.617938 0.0 -0.7 -0.1
N -7.090829 11.716456 2.306137 0.2 -0.5 -0.3
H -5.396895 9.242184 3.835926 0.4 0.3 -0.1
H -4.330596 8.637365 2.469800 0.2 0.1 0.3
H -5.554913 7.609867 3.274813 0.2 -0.1 -0.1
H -8.265278 9.261060 1.619373 0.3 0.5 -0.4
H -7.827913 8.573835 3.148580 0.0 -0.2 -0.2
H -6.914981 10.633006 4.077710 -0.1 -0.6 0.2
H -9.633467 10.970129 2.731868 0.0 0.1 0.0
H -9.085192 11.975831 4.062335 0.2 0.0 0.0
H -9.394383 10.261572 4.333498 0.0 0.0 0.0
H -6.768278 12.529176 2.817516 -0.1 0.0 0.1
H -6.277213 11.337525 1.826647 0.0 0.3 -0.1
C -14.512424 11.151957 5.718361 0.1 1.4 -0.8
C -13.213739 10.811492 6.392517 0.7 -0.1 0.8
O -13.307828 11.146983 7.783938 -0.7 0.0 0.2
H -15.353508 10.535908 6.023412 0.1 -0.1 -0.1
H -14.408277 11.223258 4.631378 0.1 -1.0 0.0
H -14.770259 12.209355 5.846544 0.0 -0.1 0.9
H -12.344813 11.376896 6.039356 -0.3 0.0 -0.7
H -12.971272 9.747525 6.298759 -0.1 0.0 -0.2
H -12.621861 10.716116 8.298029 0.2 -0.1 -0.2
C -9.621333 15.035010 3.716585 0.8 -1.3 -0.6
C -9.925982 15.288041 5.176039 -0.3 1.3 -0.3
O -8.749847 15.542995 5.926447 0.5 -0.6 0.4
H -10.444967 14.816703 3.035219 -0.5 0.4 0.4
H -9.023370 14.121587 3.624160 0.2 0.1 0.1
H -9.013077 15.811028 3.250558 -0.1 0.3 0.2
H -10.425146 14.466082 5.686416 -0.1 -0.1 -0.3
H -10.579925 16.166733 5.215481 -0.2 -0.1 0.3
H -8.496188 16.465436 5.965334 -0.3 0.2 -0.3
C -15.961796 9.188475 3.153351 -1.3 -0.4 0.6
C -16.475544 8.817066 1.769239 0.7 1.3 -0.7
O -15.527138 9.326961 0.800080 -0.2 -0.2 -0.1
H -16.555767 8.648089 3.899470 0.4 -0.3 0.1
H -16.215113 10.222228 3.393000 0.3 0.2 -0.4
H -14.894391 9.058683 3.314089 0.0 -0.3 -0.1
H -17.378582 9.397942 1.570503 -0.1 -0.2 0.0
H -16.698439 7.785229 1.495331 0.2 -0.2 0.7
H -14.731281 8.789553 0.873722 0.0 0.1 -0.1
```
Forces are in eV/Å.

Properties
SMILES string ... COC[C@H](C)N.COC[C@H](C)N.COC[C@H](C)N.COC[C@H](C)N.COC[C@H](C)N.COC[C@H](C)N.CCO.CCO.CCO
2S+1 ... 1
Electronic energy ... -2198.905722 a.u.
Frontier orbital gap ... 9.04 eV

Mulliken population analysis, charges in e, atoms 1 to 99: number 1, C, carries -0.711; number 2, O, carries -0.323; number 3, C, carries -0.974; number 4, C, carries 0.633; number 5, C, carries -1.552; number 6, N, carries -0.119; number 7, H, carries 0.319; number 8, H, carries 0.313; number 9, H, carries 0.211; number 10, H, carries 0.388; number 11, H, carries 0.456; number 12, H, carries 0.313; number 13, H, carries 0.352; number 14, H, carries 0.251; number 15, H, carries 0.497; number 16, H, carries 0.270; number 17, H, carries 0.140; number 18, C, carries -0.859; number 19, O, carries -0.150; number 20, C, carries -0.929; number 21, C, carries 1.214; number 22, C, carries -1.307; number 23, N, carries -0.864; number 24, H, carries 0.339; number 25, H, carries 0.199; number 26, H, carries 0.323; number 27, H, carries 0.204; number 28, H, carries 0.348; number 29, H, carries 0.104; number 30, H, carries 0.292; number 31, H, carries 0.116; number 32, H, carries 0.376; number 33, H, carries 0.391; number 34, H, carries 0.221; number 35, C, carries -0.917; number 36, O, carries -0.450; number 37, C, carries -0.907; number 38, C, carries 0.661; number 39, C, carries -1.133; number 40, N, carries 0.306; number 41, H, carries 0.285; number 42, H, carries 0.285; number 43, H, carries 0.415; number 44, H, carries -0.069; number 45, H, carries 0.552; number 46, H, carries 0.105; number 47, H, carries 0.172; number 48, H, carries -0.089; number 49, H, carries 0.434; number 50, H, carries -0.074; number 51, H, carries -0.205; number 52, C, carries -0.352; number 53, O, carries -0.283; number 54, C, carries -0.640; number 55, C, carries 0.322; number 56, C, carries -1.450; number 57, N, carries -0.727; number 58, H, carries 0.372; number 59, H, carries 0.255; number 60, H, carries -0.127; number 61, H, carries 0.341; number 62, H, carries 0.356; number 63, H, carries 0.351; number 64, H, carries 0.399; number 65, H, carries 0.389; number 66, H, carries 0.270; number 67, H, carries 0.313; number 68, H, carries 0.244; number 69, C, carries -0.970; number 70, O, carries -0.178; number 71, C, carries -1.170; number 72, C, carries 0.655; number 73, C, carries -0.955; number 74, N, carries -0.760; number 75, H, carries 0.462; number 76, H, carries 0.159; number 77, H, carries 0.286; number 78, H, carries 0.550; number 79, H, carries 0.366; number 80, H, carries 0.330; number 81, H, carries 0.313; number 82, H, carries -0.148; number 83, H, carries 0.518; number 84, H, carries 0.300; number 85, H, carries 0.270; number 86, C, carries -0.634; number 87, O, carries -0.383; number 88, C, carries -0.609; number 89, C, carries 0.655; number 90, C, carries -1.234; number 91, N, carries -0.696; number 92, H, carries 0.294; number 93, H, carries 0.244; number 94, H, carries 0.272; number 95, H, carries 0.369; number 96, H, carries 0.320; number 97, H, carries 0.184; number 98, H, carries 0.180; number 99, H, carries 0.143